This record from OMol25 describes a molecular structure, C2H2Cl2S2 at a distorted geometry. The level of theory is ωB97M-V/def2-TZVPD.

Results
**HOMO**: -0.3378 hartree
**HOMO-LUMO gap**: 8.022 eV
**Multiplicity**: 1
**Energy above the lowest of the compared OMol25 structures with the same formula, charge and spin**: 132.2 kJ/mol
**E_LUMO**: -1.2 eV

Last column: Löwdin charge in e.
CARTESIAN COORDINATES (ANGSTROEM)
1 C 0.08205 -0.61793 0.12683  -1.305
2 C 0.16085 0.63819 -0.73527  -1.105
3 H -0.31289 -1.34504 2.11918  -0.046
4 H 0.84736 0.32481 -1.43736  0.008
5 S -0.39681 -0.07924 1.57159  0.794
6 S 0.29731 -2.08019 -0.80061  0.600
7 Cl 0.81985 1.92892 0.38091  0.504
8 Cl -1.49773 1.23048 -1.22527  0.550